No. 1
Molecular formula: CH7N2O
Method: DFT, wB97M-V/def2-TZVPD

Structure (ORCA input):
```
! wB97M-V def2-TZVPD RIJCOSX def2/J DEFGRID3
* xyz -1 1
N -2.247 0.127 -1.072
H -2.491 0.353 -0.107
H -2.245 -0.884 -1.070
H -1.234 0.362 -1.115
N 0.695 0.644 -0.181
C 1.186 -0.472 0.920
O 2.184 -1.192 0.510
H 1.177 1.438 0.224
H 1.329 0.391 -0.950
H 1.425 0.223 1.766
H 0.221 -0.988 1.076
*
```

The calculation puts the molecular weight at 63.080 g/mol. The HOMO-LUMO gap is 7.5 eV. The LUMO energy comes out at 4.71 eV. The calculation puts the HOMO energy at -2.75 eV. For the relative energy (zero: lowest compared OMol25 entry of this formula, charge and spin), the calculation gives 10.3 kcal per mole.



No. 2
Molecular formula: CH7N2O
Method: DFT, wB97M-V/def2-TZVPD

Structure (ORCA input):
```
! wB97M-V def2-TZVPD RIJCOSX def2/J DEFGRID3
* xyz -1 1
O -1.455 1.757 -0.407
H -1.233 2.187 -1.244
N 1.472 0.179 0.433
C 0.784 -1.131 0.168
N -0.610 -1.063 -0.149
H 0.899 0.655 1.127
H 1.352 0.773 -0.379
H 0.899 -1.547 1.170
H 1.361 -1.660 -0.601
H -0.921 -0.130 -0.444
H -1.162 -1.450 0.600
*
```

The calculation puts the molecular weight at 63.080 g/mol. The HOMO-LUMO gap is 7.3 eV. The LUMO energy comes out at 4.54 eV. The calculation puts the HOMO energy at -2.75 eV. For the relative energy (zero: lowest compared OMol25 entry of this formula, charge and spin), the calculation gives 12.5 kcal per mole.



No. 3
Molecular formula: CH7N2O
Method: DFT, wB97M-V/def2-TZVPD

Structure (ORCA input):
```
! wB97M-V def2-TZVPD RIJCOSX def2/J DEFGRID3
* xyz 1 1
N 2.200 -0.526 -0.693
H 2.903 -0.788 -0.002
H 2.751 -0.166 -1.472
H 1.438 0.044 -0.276
H 1.634 -1.328 -0.988
C -1.237 0.351 0.843
N -2.432 0.606 0.307
O -0.382 -0.258 0.192
H -1.108 0.668 1.873
H -3.186 0.904 0.903
H -2.581 0.493 -0.687
*
```

The calculation puts the molecular weight at 63.080 g/mol. The HOMO-LUMO gap is 10.9 eV. The LUMO energy comes out at -3.61 eV. The calculation puts the HOMO energy at -14.46 eV. For the relative energy (zero: lowest compared OMol25 entry of this formula, charge and spin), the calculation gives 4.6 kcal per mole.



No. 4
Molecular formula: CH7N2O
Method: DFT, wB97M-V/def2-TZVPD

Structure (ORCA input):
```
! wB97M-V def2-TZVPD RIJCOSX def2/J DEFGRID3
* xyz 2 2
N 0.561 -0.101 2.272
H -0.243 0.130 1.656
H 1.430 -0.032 1.727
H 0.531 0.519 3.083
H 0.573 -1.047 2.659
C -0.533 -0.317 -1.351
N -0.531 0.530 -2.507
O -0.058 0.209 -0.360
H -1.249 -1.173 -1.358
H -0.715 0.054 -3.397
H 0.235 1.228 -2.425
*
```

The expectation value of S² is 0.783. The calculation puts the molecular weight at 63.080 g/mol. The HOMO-LUMO gap (alpha / beta) is 13.0 / 7.7 eV. The LUMO energy (alpha / beta) comes out at -9.70 / -14.54 eV. The calculation puts the HOMO energy (alpha / beta) at -22.72 / -22.24 eV. For the relative energy (zero: lowest compared OMol25 entry of this formula, charge and spin), the calculation gives 8.7 kcal per mole.



No. 5
Molecular formula: CH7N2O3
Method: DFT, wB97M-V/def2-TZVPD

Structure (ORCA input):
```
! wB97M-V def2-TZVPD RIJCOSX def2/J DEFGRID3
* xyz 1 1
C -0.166 0.330 0.562
N -1.162 -0.497 0.641
N 1.189 -1.038 -0.308
O 0.393 0.730 1.686
O -0.875 1.032 -1.658
O -0.252 1.317 -0.412
H -1.469 -0.892 1.542
H -1.647 -0.742 -0.299
H 2.209 -0.695 -0.252
H 0.902 -0.895 -1.331
H 1.184 -1.980 0.143
H 1.049 1.474 1.503
H -1.356 1.856 -1.818
*
```

The calculation puts the molecular weight at 95.078 g/mol. The HOMO-LUMO gap is 11.9 eV. The LUMO energy comes out at -3.32 eV. The calculation puts the HOMO energy at -15.18 eV. For the relative energy (zero: lowest compared OMol25 entry of this formula, charge and spin), the calculation gives 21.1 kcal per mole.



No. 6
Molecular formula: CH7N2OP
Method: DFT, wB97M-V/def2-TZVPD

Structure (ORCA input):
```
! wB97M-V def2-TZVPD RIJCOSX def2/J DEFGRID3
* xyz 0 1
C -0.290 -0.813 -0.875
N -0.822 0.043 0.189
P 0.666 0.337 1.428
N 1.674 0.802 0.234
O -0.115 1.619 1.994
H 0.662 -0.373 -1.366
H -0.033 -1.898 -0.768
H -1.118 -0.981 -1.622
H -1.415 -0.481 0.774
H 1.395 1.503 -0.458
H 2.573 0.821 0.555
H -0.559 2.093 1.202
*
```

The structure (SMILES) is CNP(N)O. The calculation puts the molecular weight at 94.054 g/mol. The HOMO-LUMO gap is 10.0 eV. The LUMO energy comes out at 1.11 eV. The calculation puts the HOMO energy at -8.91 eV. For the relative energy (zero: lowest compared OMol25 entry of this formula, charge and spin), the calculation gives 24.2 kcal per mole.



No. 7
Molecular formula: CH7N3
Method: DFT, wB97M-V/def2-TZVPD

Structure (ORCA input):
```
! wB97M-V def2-TZVPD RIJCOSX def2/J DEFGRID3
* xyz 0 1
C 0.486 -0.076 0.210
N -0.790 0.177 -0.177
N -1.336 -0.590 -1.085
N 1.104 0.668 1.234
H 0.918 0.809 -1.069
H -0.912 -1.459 -1.394
H -2.280 -0.365 -1.351
H 1.956 1.089 0.868
H 0.494 1.409 1.558
H 0.979 -1.004 -0.064
H -0.620 -0.660 1.268
*
```

The calculation puts the molecular weight at 61.088 g/mol. The HOMO-LUMO gap is 7.5 eV. The LUMO energy comes out at 0.38 eV. The calculation puts the HOMO energy at -7.09 eV. For the relative energy (zero: lowest compared OMol25 entry of this formula, charge and spin), the calculation gives 157.7 kcal per mole.



No. 8
Molecular formula: CH7N3S
Method: DFT, wB97M-V/def2-TZVPD

Structure (ORCA input):
```
! wB97M-V def2-TZVPD RIJCOSX def2/J DEFGRID3
* xyz 0 1
C -0.926 0.495 -0.393
N 0.389 1.640 2.262
N 0.484 -1.736 -2.023
N 0.409 -1.838 -0.749
S 0.094 -0.696 0.502
H -1.162 1.239 0.363
H -1.826 0.007 -0.764
H -0.357 0.948 -1.202
H 0.948 1.230 3.012
H -0.031 -0.932 -2.378
H 1.023 2.253 1.741
H 0.954 -2.611 -0.371
*
```

The calculation puts the molecular weight at 93.155 g/mol. The HOMO-LUMO gap (alpha / beta) is 5.8 / 9.7 eV. The LUMO energy (alpha / beta) comes out at -0.93 / 0.78 eV. The calculation puts the HOMO energy (alpha / beta) at -6.75 / -8.90 eV. For the relative energy (zero: lowest compared OMol25 entry of this formula, charge and spin), the calculation gives 102.0 kcal per mole.



No. 9
Molecular formula: CH7N4
Method: DFT, wB97M-V/def2-TZVPD

Structure (ORCA input):
```
! wB97M-V def2-TZVPD RIJCOSX def2/J DEFGRID3
* xyz 1 1
C 0.776 -1.001 -1.220
N -0.478 -0.668 -0.626
N -0.489 0.235 0.218
N -1.602 0.382 0.918
N 0.725 1.042 0.464
H 0.484 -1.572 -2.046
H 1.434 -1.580 -0.591
H 1.360 -0.132 -1.363
H -2.285 -0.410 0.788
H -1.980 1.274 1.312
H 1.515 0.606 1.051
H 0.541 1.823 1.096
*
```

The structure (SMILES) is CN=[N+](N)N. The calculation puts the molecular weight at 75.095 g/mol. The HOMO-LUMO gap is 10.5 eV. The LUMO energy comes out at -5.12 eV. The calculation puts the HOMO energy at -15.60 eV. For the relative energy (zero: lowest compared OMol25 entry of this formula, charge and spin), the calculation gives 57.2 kcal per mole.



No. 10
Molecular formula: CH7N4
Method: DFT, wB97M-V/def2-TZVPD

Structure (ORCA input):
```
! wB97M-V def2-TZVPD RIJCOSX def2/J DEFGRID3
* xyz 1 1
N 2.856 -0.047 0.279
N 1.739 -0.368 -0.308
N 0.648 0.124 0.077
C -0.547 -0.520 -0.414
N -1.689 0.239 0.303
H 3.166 0.526 1.137
H 3.696 -0.402 -0.223
H -0.614 -0.270 -1.533
H -0.510 -1.607 -0.374
H -1.788 1.092 -0.241
H -1.403 0.521 1.214
H -2.682 -0.221 0.226
*
```

The structure (SMILES) is N/N=N/C[NH3+]. The calculation puts the molecular weight at 75.095 g/mol. The HOMO-LUMO gap is 9.7 eV. The LUMO energy comes out at -3.65 eV. The calculation puts the HOMO energy at -13.39 eV. For the relative energy (zero: lowest compared OMol25 entry of this formula, charge and spin), the calculation gives 23.4 kcal per mole.



No. 11
Molecular formula: CH7N4OP
Method: DFT, wB97M-V/def2-TZVPD

Structure (ORCA input):
```
! wB97M-V def2-TZVPD RIJCOSX def2/J DEFGRID3
* xyz 2 1
C -1.212 -0.427 -0.137
N -0.466 0.659 -0.929
N -0.940 -0.383 1.163
N 0.169 0.481 -2.006
N 1.403 -0.452 1.976
O 0.596 1.281 0.330
P 0.283 0.489 1.631
H -2.306 -0.541 -0.330
H -0.799 -1.427 -0.484
H -0.866 1.546 -0.825
H 0.798 -0.264 -2.026
H 0.238 1.161 -2.705
H 1.859 -0.794 2.843
H 1.244 -1.328 1.500
*
```

The calculation puts the molecular weight at 122.068 g/mol. The HOMO-LUMO gap (alpha / beta) is 7.8 / 8.2 eV. The LUMO energy (alpha / beta) comes out at -12.12 / -12.22 eV. The calculation puts the HOMO energy (alpha / beta) at -19.90 / -20.37 eV. For the relative energy (zero: lowest compared OMol25 entry of this formula, charge and spin), the calculation gives 83.4 kcal per mole.



No. 12
Molecular formula: CH7N4S
Method: DFT, wB97M-V/def2-TZVPD

Structure (ORCA input):
```
! wB97M-V def2-TZVPD RIJCOSX def2/J DEFGRID3
* xyz 1 3
C -0.051 2.064 0.821
N 0.946 1.683 0.144
N -0.686 -2.595 -0.847
N -0.420 -1.432 -0.376
N 0.678 -0.899 -0.533
S -0.473 3.744 0.970
H 0.697 0.174 -0.177
H 1.501 2.377 -0.389
H -1.559 -2.989 -0.931
H 0.105 -3.161 -1.019
H -1.571 3.523 1.620
H -0.770 1.459 1.302
H 1.442 -1.515 -0.809
*
```

The expectation value of S² is 2.007. The calculation puts the molecular weight at 107.162 g/mol. The HOMO-LUMO gap (alpha / beta) is 9.2 / 5.1 eV. The LUMO energy (alpha / beta) comes out at -2.85 / -8.30 eV. The calculation puts the HOMO energy (alpha / beta) at -12.08 / -13.40 eV. For the relative energy (zero: lowest compared OMol25 entry of this formula, charge and spin), the calculation gives 102.7 kcal per mole.



No. 13
Molecular formula: CH7N6
Method: DFT, wB97M-V/def2-TZVPD

Structure (ORCA input):
```
! wB97M-V def2-TZVPD RIJCOSX def2/J DEFGRID3
* xyz 1 1
C 0.550 -0.729 -0.179
N 3.796 -0.002 0.024
N 2.870 -0.555 -0.477
N 4.127 1.131 0.206
N 1.665 -0.116 -0.262
N 0.325 -1.995 0.128
N -1.717 1.025 -0.290
H -0.351 -0.046 -0.267
H 4.964 1.330 0.759
H -0.614 -2.342 0.228
H 1.088 -2.654 0.221
H -1.360 1.933 -0.561
H -2.128 1.112 0.633
H -2.442 0.765 -0.949
*
```

The calculation puts the molecular weight at 103.109 g/mol. The HOMO-LUMO gap (alpha / beta) is 8.0 / 8.0 eV. The LUMO energy (alpha / beta) comes out at -6.09 / -6.10 eV. The calculation puts the HOMO energy (alpha / beta) at -14.13 / -14.13 eV. For the relative energy (zero: lowest compared OMol25 entry of this formula, charge and spin), the calculation gives 101.3 kcal per mole.



No. 14
Molecular formula: CH7NO2
Method: DFT, wB97M-V/def2-TZVPD

Structure (ORCA input):
```
! wB97M-V def2-TZVPD RIJCOSX def2/J DEFGRID3
* xyz 0 1
O 1.548 -2.494 -1.650
H 1.580 -1.505 -1.852
H -0.116 2.320 4.479
H -0.679 2.272 4.960
N -0.707 0.486 -0.235
C -0.317 -0.472 -1.301
O 0.999 -0.448 -1.594
H -0.503 0.065 0.673
H -0.156 1.331 -0.337
H -0.725 -1.434 -0.984
H -0.923 -0.121 -2.161
*
```

The calculation puts the molecular weight at 65.072 g/mol. The HOMO-LUMO gap is 6.5 eV. The LUMO energy comes out at -3.97 eV. The calculation puts the HOMO energy at -10.46 eV. For the relative energy (zero: lowest compared OMol25 entry of this formula, charge and spin), the calculation gives 170.6 kcal per mole.



No. 15
Molecular formula: CH7NO2P2S
Method: DFT, wB97M-V/def2-TZVPD

Structure (ORCA input):
```
! wB97M-V def2-TZVPD RIJCOSX def2/J DEFGRID3
* xyz 0 1
C -1.827 -0.599 -1.180
N 0.253 0.139 0.608
O -1.695 1.521 0.496
O -1.938 -0.674 1.462
P 0.984 -1.405 0.527
P 0.665 2.095 0.531
S -1.386 0.113 0.424
H -2.812 -0.554 -1.592
H -1.204 -0.078 -1.996
H -1.443 -1.589 -1.089
H 2.265 -0.976 0.119
H 1.566 -1.325 1.749
H 0.455 2.391 1.842
H 2.067 2.159 0.889
*
```

The calculation puts the molecular weight at 159.087 g/mol. The HOMO-LUMO gap is 9.8 eV. The LUMO energy comes out at 0.14 eV. The calculation puts the HOMO energy at -9.68 eV. For the relative energy (zero: lowest compared OMol25 entry of this formula, charge and spin), the calculation gives 26.5 kcal per mole.



No. 16
Molecular formula: CH7NO3P
Method: DFT, wB97M-V/def2-TZVPD

Structure (ORCA input):
```
! wB97M-V def2-TZVPD RIJCOSX def2/J DEFGRID3
* xyz 1 1
C -0.059 -0.971 1.384
N 0.068 -1.034 -0.047
P 0.108 0.483 -0.708
O 1.611 0.960 -0.947
O -0.886 0.516 -1.922
O -0.467 1.496 0.326
H 0.780 -1.494 1.946
H -0.133 0.064 1.722
H -0.955 -1.551 1.655
H 0.188 -1.977 -0.439
H 1.732 1.883 -0.745
H -0.608 0.113 -2.719
H -1.380 1.511 0.496
*
```

The structure (SMILES) is C[NH+]=P(O)(O)O. The calculation puts the molecular weight at 112.045 g/mol. The HOMO-LUMO gap is 11.2 eV. The LUMO energy comes out at -3.62 eV. The calculation puts the HOMO energy at -14.82 eV. For the relative energy (zero: lowest compared OMol25 entry of this formula, charge and spin), the calculation gives 9.8 kcal per mole.



No. 17
Molecular formula: CH7NS
Method: DFT, wB97M-V/def2-TZVPD

Structure (ORCA input):
```
! wB97M-V def2-TZVPD RIJCOSX def2/J DEFGRID3
* xyz 0 1
C 0.019 -0.178 -1.256
N -0.429 -0.733 0.008
H 1.094 -0.129 -1.397
H -0.375 0.846 -1.277
H -0.463 -0.608 -2.145
H -1.416 -0.614 0.191
H -0.232 -1.710 0.171
S 0.565 0.813 2.344
H 1.185 2.013 2.327
H 0.053 0.300 1.032
*
```

The structure (SMILES) is CN.S. The calculation puts the molecular weight at 65.141 g/mol. The HOMO-LUMO gap is 9.2 eV. The LUMO energy comes out at 0.78 eV. The calculation puts the HOMO energy at -8.42 eV. For the relative energy (zero: lowest compared OMol25 entry of this formula, charge and spin), the calculation gives 20.9 kcal per mole.



No. 18
Molecular formula: CH7NS
Method: DFT, wB97M-V/def2-TZVPD

Structure (ORCA input):
```
! wB97M-V def2-TZVPD RIJCOSX def2/J DEFGRID3
* xyz 1 2
S -2.053 -0.717 -1.046
H -3.022 -0.744 -1.990
C 1.092 0.646 0.116
N 0.099 -0.318 0.714
H 2.092 0.227 0.079
H 0.761 0.908 -0.889
H 1.132 1.612 0.617
H -0.865 -0.227 -0.151
H 0.103 -0.213 1.735
H 0.660 -1.174 0.816
*
```

The expectation value of S² is 0.753. The calculation puts the molecular weight at 65.141 g/mol. The HOMO-LUMO gap (alpha / beta) is 11.8 / 7.5 eV. The LUMO energy (alpha / beta) comes out at -4.11 / -7.98 eV. The calculation puts the HOMO energy (alpha / beta) at -15.94 / -15.47 eV. For the relative energy (zero: lowest compared OMol25 entry of this formula, charge and spin), the calculation gives 38.7 kcal per mole.



No. 19
Molecular formula: CH7NSi2
Method: DFT, wB97M-V/def2-TZVPD

Structure (ORCA input):
```
! wB97M-V def2-TZVPD RIJCOSX def2/J DEFGRID3
* xyz 0 1
C -1.469 0.354 -0.852
N -0.497 -0.508 -0.260
Si 1.861 0.491 0.193
Si 0.172 -0.836 1.235
H -1.222 0.397 -1.836
H -2.320 -0.198 -0.661
H -1.339 1.365 -0.394
H 2.196 -0.491 -0.792
H 1.867 1.867 -0.430
H -0.083 -0.412 2.654
H 0.833 -2.029 1.143
*
```

The calculation puts the molecular weight at 89.246 g/mol. The HOMO-LUMO gap is 7.5 eV. The LUMO energy comes out at -0.47 eV. The calculation puts the HOMO energy at -8.01 eV. For the relative energy (zero: lowest compared OMol25 entry of this formula, charge and spin), the calculation gives 52.1 kcal per mole.